Computed, not measured: a single C5H11N molecule, with ωB97M-V/def2-TZVPD.

Calculated values
Calculated total energy (eV): -6852.544
Energy relative to the best compared isomer or geometry (same formula, charge and spin) (kJ/mol): 95.0
Frontier orbital gap (eV): 9.080
Highest occupied orbital energy (hartree): -0.2907

Each line ends with the Mulliken charge.
Positions of all 17 atoms, in Å:
1 C -0.401 2.075 -0.332  -0.96
2 N -0.132 0.725 0.106  0.03
3 C -0.765 -0.255 -0.773  -0.77
4 C -0.396 -1.641 -0.184  -0.48
5 C 0.649 -1.287 0.890  -0.47
6 C 1.103 0.119 0.656  -0.70
7 H -1.342 2.109 -0.878  0.34
8 H 0.362 2.489 -1.003  0.30
9 H -0.530 2.754 0.519  0.30
10 H -0.518 -0.263 -1.846  0.27
11 H -1.833 -0.097 -0.607  0.41
12 H 0.085 -2.257 -0.947  0.30
13 H -1.241 -2.120 0.302  0.25
14 H 0.117 -1.390 1.838  0.22
15 H 1.451 -2.029 0.873  0.35
16 H 1.477 0.759 1.461  0.35
17 H 1.915 0.308 -0.076  0.27